[1]
The following is a DFT calculation (ωB97M-V with the def2-TZVPD basis set) of C18H54BF4O9S9Y as an isolated structure at a distorted geometry.

Structure (XYZ):
```
96
Properties=species:S:1:pos:R:3:lowdin_charge:R:1
Y -24.54311 7.75022 -12.79827 1.734
B -22.34715 9.88932 -12.98102 -1.326
F -23.68545 10.06139 -13.46959 0.034
F -22.31855 10.38086 -11.67827 0.130
F -22.26213 8.50131 -13.00539 0.077
F -21.42770 10.52224 -13.79731 0.167
C -28.76553 9.51227 -14.62088 -0.238
S -27.25398 10.21813 -13.97129 0.940
O -26.25575 9.09600 -13.69793 -0.668
C -26.73951 11.00608 -15.50946 -0.219
H -29.27981 8.75777 -14.02371 0.071
H -28.62799 9.08391 -15.61497 0.069
H -29.51764 10.30248 -14.70575 0.075
H -27.51772 11.68800 -15.84429 0.078
H -26.51222 10.25951 -16.26610 0.034
H -25.80747 11.53302 -15.30306 0.050
C -26.80725 9.77258 -9.32006 -0.221
S -25.32235 10.39081 -10.15644 0.916
O -25.00873 9.54021 -11.36946 -0.651
C -26.10022 11.91964 -10.76511 -0.202
H -26.66933 8.73542 -9.00387 0.056
H -27.66400 9.76171 -9.99492 0.062
H -27.00616 10.33397 -8.40858 0.077
H -25.40477 12.38511 -11.45926 0.041
H -26.36417 12.59076 -9.95166 0.083
H -27.00222 11.60563 -11.29198 0.034
C -23.09485 3.47001 -13.71586 -0.233
S -22.18860 5.01375 -13.58713 0.963
O -23.26530 6.01962 -13.26610 -0.679
C -21.40074 4.59300 -12.00568 -0.201
H -22.41816 2.65486 -13.98273 0.075
H -23.81797 3.48441 -14.53294 0.063
H -23.60653 3.22469 -12.78752 0.069
H -20.86141 5.50284 -11.74507 0.020
H -20.71802 3.77775 -12.25191 0.080
H -22.06609 4.23449 -11.22315 0.074
C -20.32245 12.04999 -9.33641 -0.262
S -21.81683 11.98593 -8.28278 0.834
O -21.53946 12.97031 -7.17703 -0.532
C -22.89596 12.82582 -9.46399 -0.273
H -20.67428 11.72747 -10.31728 0.016
H -19.53589 11.43545 -8.90960 0.054
H -19.99194 13.08339 -9.43141 0.049
H -22.74338 13.89980 -9.49932 0.057
H -23.89895 12.59926 -9.10302 0.018
H -22.79847 12.37976 -10.45184 0.020
C -24.02892 7.00823 -17.56553 -0.195
S -24.47337 8.29883 -16.34868 0.934
O -24.09106 7.65798 -15.02882 -0.656
C -23.17270 9.53863 -16.64818 -0.184
H -23.00232 6.76388 -17.28473 0.062
H -24.06044 7.38044 -18.58648 0.070
H -24.63677 6.11576 -17.44503 0.062
H -22.18464 9.19170 -16.35004 0.073
H -23.44117 10.33630 -15.95335 0.041
H -23.20970 9.90779 -17.67076 0.074
C -18.37235 8.86645 -12.75801 -0.243
S -18.12193 7.17081 -13.37110 0.895
O -18.56563 6.27297 -12.22718 -0.582
C -19.58757 7.09269 -14.46113 -0.262
H -17.43844 9.12586 -12.25770 0.053
H -19.24082 8.89547 -12.10858 0.041
H -18.40608 9.56128 -13.59802 0.047
H -20.44793 7.30922 -13.83047 0.014
H -19.59202 6.10022 -14.89786 0.040
H -19.50485 7.90175 -15.18982 0.056
C -23.10158 8.41918 -8.27054 -0.224
S -22.48395 7.26018 -9.53446 0.945
O -23.23983 7.57589 -10.80972 -0.668
C -20.84155 8.02679 -9.75599 -0.190
H -22.68427 9.40264 -8.48528 0.000
H -22.77040 8.08624 -7.28745 0.074
H -24.18795 8.43078 -8.28983 0.035
H -20.36289 8.17547 -8.79058 0.079
H -21.04733 8.99167 -10.22343 0.043
H -20.25992 7.38419 -10.41585 0.033
C -23.44277 13.61466 -13.47665 -0.259
S -23.67678 15.23960 -12.71654 0.849
O -24.02946 14.99829 -11.28587 -0.556
C -21.94159 15.75524 -12.60405 -0.246
H -24.46154 13.28987 -13.68990 0.029
H -22.99118 12.88090 -12.80886 0.040
H -22.82096 13.72739 -14.36469 0.060
H -21.49151 15.03021 -11.92728 0.041
H -21.86379 16.78633 -12.26886 0.059
H -21.41914 15.74901 -13.56632 0.057
C -17.78955 14.10264 -11.20766 -0.234
S -17.95029 12.38850 -11.81891 0.796
O -16.57404 11.98751 -12.29194 -0.549
C -18.76951 12.78652 -13.39644 -0.250
H -16.88414 14.42608 -11.72581 0.061
H -17.62115 14.11311 -10.13638 0.052
H -18.62389 14.70205 -11.56437 0.041
H -18.78120 11.87893 -13.98793 0.028
H -18.13754 13.53525 -13.88573 0.063
H -19.74292 13.28100 -13.37079 0.036
```

Output
HOMO level (eV): -12.35
Net charge: +2
ΔE to the lowest compared entry with this formula, charge and spin (eV): 0.000
Calculated total energy (a.u.): -5441.386336
Orbital gap (eV): 6.648

[2]
The following is a DFT calculation (ωB97M-V with the def2-TZVPD basis set) of C18H54CuIO22S as an isolated structure at a distorted geometry.

Structure (XYZ):
```
97
Properties=species:S:1:pos:R:3:lowdin_spin:R:1
Cu 0.60591 -0.06088 -0.47259 0.781
S -0.90243 3.08107 -0.55097 0.004
O -0.29559 1.76602 -0.69643 0.047
O -2.16496 3.08411 -1.18764 0.009
O -1.11290 3.50579 0.86788 0.000
O 0.03477 3.98318 -1.21839 0.006
I 2.17277 -2.53011 -0.47322 0.112
C 1.68318 -0.27543 4.76081 0.000
C 2.68776 -1.10327 3.96413 0.000
O 4.14566 -0.67489 4.12589 0.000
O 1.53835 0.96077 4.12298 0.000
H 2.08995 -0.07476 5.75196 0.000
H 0.68430 -0.65370 4.97813 0.000
H 2.52092 -1.15950 2.88843 0.000
H 2.63037 -2.15735 4.23563 0.000
H 4.40028 0.01613 3.51005 0.000
H 2.42466 1.32657 4.17024 0.000
C 1.66629 2.73291 -4.21688 0.000
C 0.83121 4.00522 -4.36453 0.000
O -0.43926 4.00519 -3.65357 0.000
O 1.89479 2.29780 -2.89180 0.000
H 2.66381 2.88100 -4.63055 0.000
H 1.16310 1.83426 -4.57373 0.000
H 0.62438 4.26231 -5.40339 0.000
H 1.49699 4.74395 -3.91833 0.000
H -0.31509 3.92857 -2.70472 0.000
H 1.23491 2.70885 -2.32859 0.000
C -0.24968 -4.86661 4.05005 0.000
C -0.66050 -3.37575 3.82581 0.000
O -1.94809 -3.07772 4.30726 0.000
O -0.96530 -5.69630 3.14917 0.000
H -0.44062 -5.23051 5.05961 0.000
H 0.80511 -5.05022 3.84556 0.000
H -0.83014 -3.26673 2.75462 0.000
H 0.01557 -2.65222 4.28137 0.000
H -1.97698 -3.41688 5.20488 0.000
H -1.44411 -6.34056 3.67573 0.000
C 1.75026 4.45365 2.63069 0.000
C 0.53355 4.19523 3.52081 0.000
O -0.64852 4.81462 3.02782 0.000
O 1.65016 3.87038 1.25490 0.000
H 2.62731 4.06083 3.14505 0.000
H 1.99248 5.50983 2.51263 0.000
H 0.60787 4.64394 4.51138 0.000
H 0.41999 3.11542 3.61691 0.000
H -0.91768 4.34208 2.23671 0.000
H 0.71650 3.70834 1.10125 0.000
C -1.90208 -4.73853 -1.94093 0.000
C -2.95172 -3.78199 -1.50061 0.000
O -2.85537 -2.47773 -2.09207 0.000
O -1.92153 -4.94309 -3.35753 0.000
H -1.97067 -5.66076 -1.36396 0.000
H -0.92350 -4.27554 -1.81400 0.000
H -2.67752 -3.73362 -0.44677 0.000
H -3.96255 -4.15941 -1.65521 0.000
H -3.01735 -2.64944 -3.02259 0.000
H -2.75041 -5.37405 -3.57851 0.000
C -3.58054 0.63561 -2.87277 0.000
C -4.60302 0.31208 -1.78725 0.000
O -4.41200 1.23919 -0.72790 0.000
O -3.82462 1.88792 -3.43316 0.000
H -3.54837 -0.15766 -3.61963 0.000
H -2.62993 0.64209 -2.33950 0.000
H -4.40601 -0.69853 -1.42955 0.000
H -5.63752 0.35724 -2.12764 0.000
H -4.83756 0.70091 -0.05653 0.000
H -3.67546 1.88319 -4.38148 0.000
C -1.18734 0.01253 1.81209 0.000
C -1.98301 -1.00333 1.02790 0.000
O -1.39564 -1.08883 -0.33097 0.008
O 0.21968 -0.00137 1.71519 0.007
H -1.50980 -0.02130 2.85276 0.000
H -1.39897 0.97436 1.34498 0.000
H -3.04355 -0.79181 0.89146 0.000
H -1.80288 -1.98062 1.47573 0.000
H -2.15886 -1.43534 -0.79896 0.000
H 0.47003 0.27638 2.59937 0.000
C -0.19072 -1.46137 -3.33838 0.000
C 0.85072 -1.90383 -4.38316 0.000
O 1.03768 -0.92125 -5.45319 0.000
O 0.25566 -0.25907 -2.79541 0.009
H -0.17051 -2.25064 -2.58689 0.000
H -1.14913 -1.23151 -3.80392 0.000
H 0.51497 -2.81909 -4.87067 0.000
H 1.80898 -2.12367 -3.91250 0.000
H 1.35243 -1.39735 -6.22511 0.000
H 0.58450 0.17575 -3.58560 0.000
C 4.55761 0.65491 0.71541 0.000
C 3.64453 1.24177 -0.40729 0.001
O 2.34033 1.33012 0.08789 0.014
O 4.52846 1.35144 1.94969 0.000
H 5.63080 0.58857 0.53667 0.000
H 4.33788 -0.38287 0.96607 0.000
H 3.80099 0.64410 -1.30530 0.000
H 4.09493 2.22108 -0.56915 0.000
H 2.22492 2.20102 0.47493 0.000
H 4.82174 2.21872 1.66089 0.000
```

Output
HOMO level (spin up / spin down) (eV): -5.15 / -5.14
Net charge: -1
Spin multiplicity: 2
Calculated total energy (a.u.): -4709.751188
Orbital gap (spin up / spin down) (eV): 6.918 / 5.658